ORCA calculation (ωB97M-V with the def2-TZVPD basis set) on a cluster of 12 separate species, C35H100N6O12 in total in a non-equilibrium geometry.

Last column: Mulliken charge in e.
Atoms and positions in Å:
C -7.04576 -14.11283 -11.96552  -0.200
O -7.67674 -14.95593 -12.98190  -0.358
C -8.95812 -14.45515 -13.39646  -0.776
C -9.75036 -15.47403 -14.22029  0.588
C -9.09089 -15.73360 -15.58077  -1.493
N -11.10091 -14.98811 -14.49563  -0.741
H -5.98201 -14.33506 -11.88098  -0.088
H -7.49031 -14.25386 -10.98034  0.036
H -7.11896 -13.07980 -12.30551  0.493
H -9.51249 -13.97704 -12.58888  0.286
H -8.72430 -13.65087 -14.09400  0.279
H -9.73695 -16.41551 -13.67117  0.288
H -9.30924 -14.89026 -16.23591  0.388
H -9.48797 -16.64301 -16.03176  0.401
H -8.03038 -15.98329 -15.54811  0.303
H -11.55291 -15.71943 -15.02569  0.282
H -11.53364 -15.04721 -13.58495  0.276
C -2.54279 -10.25019 -6.98372  -0.378
O -2.95935 -9.03353 -7.50416  -0.175
C -2.43946 -7.94592 -6.73570  -1.085
C -3.35201 -7.49072 -5.54850  0.629
C -4.80897 -7.20132 -5.98274  -1.120
N -2.80729 -6.31032 -4.88485  -0.774
H -2.93605 -11.03688 -7.62760  -0.546
H -2.95438 -10.29781 -5.97554  0.374
H -1.45756 -10.33811 -6.93232  0.385
H -1.45982 -8.21208 -6.33877  0.402
H -2.27643 -7.10136 -7.40521  0.395
H -3.35150 -8.15797 -4.68659  0.240
H -5.13065 -8.09602 -6.51579  0.026
H -4.82876 -6.40817 -6.73014  0.314
H -5.48255 -7.05387 -5.13855  0.444
H -1.96925 -6.53240 -4.36671  0.260
H -3.50201 -6.09064 -4.18541  0.292
C -3.81085 -16.76441 -12.74291  -0.200
O -2.74665 -17.65093 -13.16016  -0.424
C -2.39877 -17.61963 -14.54363  -0.719
C -1.32780 -18.64297 -14.87020  0.960
C -0.87659 -18.63412 -16.34056  -1.649
N -1.88779 -19.96990 -14.63141  -0.817
H -3.50182 -15.73835 -12.94240  -0.242
H -3.97499 -16.77912 -11.66543  -0.018
H -4.72982 -17.06121 -13.24840  0.508
H -3.22134 -17.66120 -15.25759  0.573
H -2.05417 -16.60569 -14.74678  0.054
H -0.50164 -18.46253 -14.18245  0.206
H 0.02904 -19.20843 -16.53575  0.388
H -0.92318 -17.61308 -16.71929  0.320
H -1.65340 -19.13678 -16.91676  0.468
H -2.24508 -20.06179 -13.69119  0.213
H -1.21942 -20.72269 -14.71325  0.266
C -1.11603 -8.76954 -11.85483  -1.091
O -2.37014 -9.44921 -11.75924  -0.048
C -3.24758 -8.82768 -10.81845  -0.852
C -4.37371 -9.78492 -10.40817  2.507
C -5.21798 -10.21722 -11.57058  -1.973
N -5.05500 -9.36262 -9.19476  -0.013
H -1.22153 -7.68787 -11.77136  0.437
H -0.75980 -8.84895 -12.88191  0.253
H -0.42830 -9.10724 -11.07952  0.326
H -2.78119 -8.52544 -9.88078  0.413
H -3.65632 -7.89541 -11.20819  0.288
H -3.90762 -10.74891 -10.20427  -1.214
H -5.83608 -11.09180 -11.36771  0.103
H -4.60878 -10.44580 -12.44506  0.620
H -5.84344 -9.35939 -11.81764  0.500
H -5.39161 -8.41135 -9.23814  0.335
H -4.36512 -9.30967 -8.45900  -0.347
C -9.81153 -14.75290 -7.21689  -0.943
O -8.63061 -14.10688 -7.64857  -0.293
C -8.85455 -12.77804 -8.13700  -1.349
C -7.48596 -12.11708 -8.49227  1.901
C -6.62508 -11.89229 -7.19991  -1.166
N -7.69634 -10.84921 -9.01518  -0.683
H -9.56780 -15.77514 -6.92755  0.285
H -10.60246 -14.73601 -7.96672  0.351
H -10.24331 -14.37004 -6.29219  0.323
H -9.50546 -12.82401 -9.01010  0.462
H -9.34293 -12.11375 -7.42405  0.451
H -7.09287 -12.75972 -9.28006  -0.574
H -7.20560 -11.44268 -6.39435  0.517
H -5.67706 -11.39510 -7.40524  0.032
H -6.34633 -12.86165 -6.78669  0.229
H -8.12259 -10.16008 -8.41226  0.322
H -6.81423 -10.40937 -9.23547  0.089
C 0.52500 -15.26162 -14.80054  -0.654
O -0.68164 -14.51710 -14.85593  -0.509
C -0.87055 -13.82198 -13.62011  0.073
C -2.15588 -12.91392 -13.73729  0.264
C -2.02461 -11.78621 -14.74941  -1.702
N -2.56140 -12.33412 -12.46317  1.116
H 1.36143 -14.58868 -14.61177  0.377
H 0.79338 -15.75643 -15.73395  0.294
H 0.48377 -16.01177 -14.01080  0.172
H -0.97657 -14.48256 -12.75958  -0.337
H -0.02061 -13.18864 -13.36597  0.686
H -3.01372 -13.52164 -14.02521  0.080
H -2.97020 -11.34272 -15.06133  0.378
H -1.61633 -12.23827 -15.65332  0.499
H -1.28594 -11.05201 -14.42784  0.224
H -1.83554 -11.72376 -12.11579  -0.845
H -3.23458 -11.60393 -12.64695  -0.062
C -3.69186 -14.96009 -4.96300  -1.284
C -3.70477 -13.42343 -4.94905  0.511
O -2.43484 -12.96403 -4.67373  -0.624
H -3.47061 -15.42495 -5.92376  0.243
H -4.67582 -15.31943 -4.66165  0.423
H -2.99786 -15.41001 -4.25305  0.351
H -4.41867 -13.10871 -4.18786  0.391
H -4.06544 -12.93821 -5.85601  -0.302
H -2.38589 -12.01079 -4.57119  0.233
C 1.54155 -14.13354 -6.81430  -1.562
C 0.07457 -13.61360 -6.75443  1.410
O -0.36606 -14.17894 -5.49836  -0.648
H 2.00713 -13.81595 -7.74730  0.246
H 1.60021 -15.21778 -6.71902  0.374
H 2.12605 -13.71085 -5.99712  0.420
H -0.50965 -14.01859 -7.58073  -0.386
H -0.06347 -12.53684 -6.65631  -0.153
H -1.16251 -13.75495 -5.17050  0.413
C -4.70147 -17.06333 -8.84757  -1.400
C -5.64815 -15.91605 -8.61939  1.706
O -6.89380 -16.38350 -8.09962  -0.732
H -3.75755 -16.72634 -9.27602  -0.032
H -5.11576 -17.79753 -9.53852  0.420
H -4.46776 -17.59470 -7.92501  0.426
H -5.91523 -15.43941 -9.56256  -0.430
H -5.24464 -15.15501 -7.95148  -0.319
H -7.46770 -15.62571 -7.96545  0.518
C 0.35572 -12.00636 -10.52063  1.027
C 1.79752 -11.44909 -10.56002  -0.809
O 2.22946 -11.36393 -11.91115  -0.509
H -0.30351 -11.38091 -11.12257  -0.627
H 0.01730 -12.10722 -9.48941  -0.192
H 0.30603 -13.00133 -10.96296  -0.127
H 2.43635 -12.20580 -10.10461  0.449
H 1.91880 -10.50933 -10.02129  0.329
H 3.18767 -11.35320 -11.85363  0.316
C 0.89091 -16.64138 -9.77206  -1.389
C -0.35150 -16.54442 -10.64116  1.339
O -0.23439 -17.48042 -11.68353  -0.573
H 1.04992 -17.61315 -9.30463  0.434
H 0.97743 -15.96476 -8.92187  0.005
H 1.84261 -16.42276 -10.25636  0.418
H -0.68133 -15.53612 -10.89145  -0.424
H -1.19528 -16.87421 -10.03506  -0.141
H -1.04876 -17.49457 -12.19168  0.328
C -3.14263 -13.36154 -9.17378  -0.239
O -3.05675 -14.29394 -10.19662  0.769
H -4.09859 -12.83876 -9.14305  0.001
H -3.00838 -13.85308 -8.21021  0.258
H -2.35917 -12.62365 -9.34645  -0.101
H -3.20339 -13.75834 -10.97970  -0.540

Force components x, y, z for each atom (eV/Å):
C -0.566 -0.426 -1.301
O 0.020 0.077 1.196
C 0.939 0.676 -0.920
C 1.327 -0.444 -0.400
C 0.085 -0.475 0.129
N 0.291 -0.144 0.894
H -0.059 -0.403 -0.267
H -0.296 0.039 -0.028
H -0.132 0.250 0.258
H -0.215 -0.433 0.370
H -0.197 0.499 -0.132
H -0.112 -0.210 0.237
H 0.263 0.006 -0.075
H -0.528 0.050 -0.087
H 0.146 0.578 0.320
H -0.223 -0.017 -0.328
H -0.700 0.371 0.147
C -0.243 -0.624 0.378
O 0.885 1.409 0.298
C -0.596 0.493 0.676
C -0.334 0.044 0.235
C 1.096 -1.081 -0.539
N 0.144 1.007 -0.573
H -0.041 -0.111 0.186
H 0.014 -0.647 0.260
H 0.177 0.025 -0.082
H 0.163 -0.106 0.034
H -0.255 0.083 -0.051
H -0.345 -1.457 -0.737
H -0.340 -0.104 0.072
H -0.092 0.341 0.338
H 0.117 0.293 -0.096
H 0.222 -0.093 -0.017
H 0.045 0.470 0.181
C 0.719 -0.261 -0.598
O -0.386 -0.522 0.553
C 0.100 1.521 -0.439
C -0.007 -0.903 0.169
C -1.248 0.416 0.225
N -0.575 -0.559 0.362
H -0.253 0.226 -0.450
H 0.339 -0.615 -0.014
H -0.088 0.331 -0.091
H -0.712 -0.801 0.348
H 0.679 0.214 -0.037
H 0.390 0.248 -0.085
H 0.230 0.529 0.185
H 0.869 0.070 -0.125
H -0.168 -0.173 0.085
H -0.143 0.251 0.200
H 0.331 0.137 -0.272
C -0.626 0.475 -0.438
O 0.094 0.727 0.548
C -0.409 -0.289 0.316
C 1.317 -1.103 -0.333
C -0.981 1.018 -0.431
N -0.377 -0.081 -0.438
H -0.330 0.195 0.431
H 0.346 -0.738 0.181
H 0.201 -0.131 -0.225
H 0.710 -0.244 -0.020
H -0.198 0.166 -0.509
H 0.682 0.087 0.804
H -0.091 0.140 0.191
H 0.005 0.214 0.113
H -0.467 -0.157 -0.435
H -0.313 0.274 -0.487
H -0.061 -0.141 0.056
C -0.140 -0.408 0.467
O -0.342 0.658 0.259
C 1.006 0.044 -0.201
C -0.636 -0.842 2.482
C 0.141 -2.501 -0.341
N -0.984 2.333 -2.388
H 0.183 -0.129 -0.530
H 0.072 -0.088 -0.262
H 0.141 0.752 0.087
H 0.058 0.037 -0.289
H -0.201 -0.226 0.536
H 0.795 -0.035 0.278
H -0.071 0.521 -0.319
H -0.310 0.409 -0.105
H 0.140 -0.307 0.171
H -0.369 -0.395 0.482
H 0.303 -0.015 -0.187
C 0.428 0.144 0.160
O 0.091 0.182 0.544
C -1.429 0.984 -0.386
C -0.023 0.038 -0.191
C 0.921 -1.018 -1.090
N 0.156 -0.159 1.080
H 0.154 0.147 0.287
H -0.717 0.067 -0.211
H 0.012 -0.115 0.157
H -0.227 -0.469 -0.067
H 0.363 0.227 -0.308
H 0.210 -0.443 -0.292
H -0.040 0.155 0.463
H 0.089 0.113 -0.293
H -0.198 0.227 0.158
H 0.511 -0.212 0.202
H -0.488 -0.267 -0.252
C -0.485 -0.090 -0.261
C -1.458 -0.765 -0.013
O 1.292 0.868 0.781
H 0.081 0.297 -0.147
H -0.115 0.016 -0.142
H 0.172 0.479 0.131
H 0.042 0.088 0.368
H -0.146 -0.477 -0.469
H -0.200 0.035 -0.007
C -0.494 1.209 -0.494
C 0.707 -1.703 2.014
O 0.754 -0.536 -0.749
H 0.161 -0.141 -0.146
H -0.342 0.081 -0.116
H -0.129 0.066 0.052
H -0.093 0.112 -0.211
H 0.455 0.257 -0.544
H -0.211 0.227 -0.155
C 0.219 -0.296 0.049
C -0.993 0.121 -0.281
O 0.348 -0.749 0.343
H -0.013 0.231 0.025
H -0.197 0.045 -0.012
H -0.088 0.065 0.136
H 0.556 0.244 -0.293
H 0.312 0.061 0.091
H -0.058 0.357 -0.033
C 0.801 0.340 -0.235
C -0.633 -1.465 -0.053
O -0.087 0.387 -0.035
H -0.026 0.179 0.371
H -0.161 0.244 -0.007
H 0.234 -0.055 -0.009
H 0.045 0.073 0.569
H -0.175 0.183 -0.039
H 0.093 0.070 -0.399
C 1.071 0.376 0.507
C -0.467 -0.844 1.503
O 0.811 0.332 -0.605
H -0.433 -0.303 -0.344
H -0.860 0.355 0.021
H -0.134 -0.080 -0.775
H 0.640 0.275 -0.606
H -0.199 -0.044 0.467
H -0.562 -0.054 -0.155
C 0.315 0.396 0.547
O -0.474 -0.840 -0.178
H -0.346 0.071 -0.013
H 0.154 -0.032 0.027
H 0.166 0.375 0.451
H 0.314 0.095 -0.949

SMILES = COC[C@H](C)N.COC[C@H](C)N.COC[C@H](C)N.COC[C@H](C)N.COC[C@H](C)N.COC[C@H](C)N.CCO.CCO.CCO.CCO.CCO.CO
HOMO level = -8.73 eV
Energy above the lowest of the compared OMol25 structures with the same formula, charge and spin = 2.752 eV
Gap between HOMO and LUMO = 8.7995 eV
Calculated total energy = -71421.0476 eV